Computed, not measured: C2H9N3 in the gas phase in a non-equilibrium geometry, with the ωB97M-V functional and the def2-TZVPD basis.

```
14
Properties=species:S:1:pos:R:3:forces:R:3:nbo_charge:R:1
C -0.1077 -0.8077 -0.0775 -1.1778 0.8285 0.2441 -0.0603
C 2.1088 0.1780 -0.2482 0.0167 0.2315 -0.0558 -0.4148
N -1.0303 0.3736 0.2222 -1.0708 -0.9199 -1.0771 -0.5052
N 1.0556 -0.3432 0.5996 -1.1210 2.1046 1.8126 -0.6682
N -2.4131 -0.0108 0.2591 -0.5966 0.3493 -0.1632 -0.6784
H -0.8981 1.0867 -0.4988 -0.0155 -0.2218 0.2074 0.3492
H 0.3645 0.5033 1.1037 3.4539 -2.1987 -0.8622 0.3903
H -2.7849 0.2232 1.1761 0.2002 0.0053 -0.1109 0.3502
H -2.9729 0.5207 -0.4104 0.2927 -0.2555 0.1212 0.3417
H 0.0186 -1.0033 -1.1535 -0.0268 -0.0252 0.2476 0.1674
H -0.5701 -1.6568 0.4426 0.0579 0.0911 -0.3899 0.1885
H 2.9119 0.5700 0.3776 -0.0104 -0.0123 -0.0617 0.2026
H 2.5316 -0.6212 -0.8672 -0.0495 0.0613 0.1122 0.1891
H 1.7861 0.9873 -0.9253 0.0471 -0.0382 -0.0244 0.1479
```
Forces are in eV/Å.

Properties
Energy relative to the best compared isomer or geometry (same formula, charge and spin) (eV): 2.895
Net charge: 0
Structure (SMILES): CNCNN
Orbital gap (eV): 9.39